[1]
Computed, not measured: C22H24ClFNO5PdSi as an isolated structure at a distorted geometry, with ωB97M-V/def2-TZVPD.

Element x y z (Å)
Pd1 -0.540 -0.521 0.321
C1 -3.209 2.399 -2.043
Si1 -2.470 2.158 -0.296
C2 -2.421 3.726 0.810
C3 -3.459 0.776 0.579
N1 -0.802 1.614 -0.330
C4 0.249 2.164 -0.911
C5 0.188 3.371 -1.666
C6 1.289 3.871 -2.309
C7 2.527 3.233 -2.211
C8 2.649 2.079 -1.459
C9 1.544 1.544 -0.814
O1 1.639 0.457 0.011
C10 2.625 -0.488 -0.268
C11 3.395 -0.957 0.793
C12 4.393 -1.882 0.543
C13 4.613 -2.341 -0.748
C14 3.817 -1.892 -1.793
C15 2.822 -0.963 -1.563
H1 -4.233 2.752 -1.966
H2 -3.224 1.449 -2.570
H3 -2.663 3.106 -2.658
H4 -3.424 4.001 1.116
H5 -1.988 4.576 0.294
H6 -1.832 3.551 1.704
H7 -4.506 0.840 0.292
H8 -3.423 0.865 1.662
H9 -3.112 -0.218 0.278
H10 -0.755 3.887 -1.727
H11 1.201 4.768 -2.903
H12 3.391 3.640 -2.711
H13 3.614 1.603 -1.364
H14 3.226 -0.567 1.785
H15 5.007 -2.236 1.356
H16 5.401 -3.051 -0.944
H17 3.975 -2.267 -2.792
H18 2.187 -0.611 -2.364
F1 -1.697 -5.503 2.278
C16 -1.394 -4.206 2.300
C17 -0.050 -3.823 2.272
C18 0.272 -2.494 2.325
C19 -0.754 -1.484 2.416
C20 -0.434 -0.118 2.580
C21 -2.120 -1.938 2.451
C22 -2.427 -3.270 2.380
H19 0.709 -4.586 2.212
H20 1.310 -2.186 2.325
H21 0.584 0.169 2.808
H22 -1.208 0.573 2.882
H23 -2.908 -1.207 2.563
H24 -3.450 -3.616 2.390
O2 -1.063 -3.042 -2.550
Cl1 -0.828 -2.182 -1.491
O3 0.187 -2.672 -0.612
O4 -0.402 -0.881 -1.957
O5 -2.018 -1.973 -0.706

The energy comes out at -61511.7123 eV. Its maximum force is 6.1 eV Å⁻¹. Its HOMO energy (alpha / beta) is -10.82 / -11.10 eV. The net charge is +1. As for the LUMO energy (alpha / beta): -6.4 / -6.5 eV.

***

[2]
Computed, not measured: a 7-piece molecular cluster, C44H102NO4PS overall at a distorted geometry, with ωB97M-V/def2-TZVPD.

Element x y z (Å)
C1 -3.313 5.572 -2.479
C2 -3.260 4.739 -1.196
C3 -3.839 3.328 -1.407
C4 -2.764 2.364 -1.903
N1 -1.924 1.947 -0.781
C5 -0.591 1.655 -1.076
O1 0.273 2.889 -0.971
S1 1.794 2.446 -0.902
O2 2.444 2.951 0.253
O3 2.376 2.667 -2.175
O4 1.524 0.883 -0.653
C6 0.158 0.748 -0.140
P1 -0.274 -1.041 0.042
C7 -0.121 -1.234 1.864
C8 -2.067 -1.195 -0.262
H1 -3.049 6.610 -2.301
H2 -4.310 5.500 -2.913
H3 -2.624 5.128 -3.198
H4 -2.206 4.609 -0.933
H5 -3.746 5.234 -0.359
H6 -4.217 2.937 -0.460
H7 -4.655 3.364 -2.127
H8 -2.183 2.859 -2.686
H9 -3.237 1.489 -2.350
H10 -1.996 2.595 -0.008
H11 -0.474 1.374 -2.123
H12 0.183 1.252 0.832
H13 0.093 -0.273 2.330
H14 0.644 -1.963 2.104
H15 -1.074 -1.566 2.277
H16 -2.373 -2.087 0.285
H17 -2.680 -0.362 0.074
H18 -2.248 -1.369 -1.319
C9 3.452 6.129 -1.130
C10 4.717 6.912 -0.793
C11 5.427 6.395 0.457
C12 4.598 6.472 1.740
C13 4.097 7.870 2.098
C14 5.218 8.875 2.350
H19 2.708 6.204 -0.336
H20 2.995 6.506 -2.047
H21 3.676 5.072 -1.280
H22 4.474 7.972 -0.677
H23 5.411 6.852 -1.635
H24 6.363 6.946 0.589
H25 5.713 5.352 0.295
H26 5.204 6.090 2.568
H27 3.742 5.797 1.659
H28 3.478 7.797 2.996
H29 3.441 8.247 1.308
H30 5.869 8.535 3.158
H31 4.814 9.848 2.634
H32 5.834 9.022 1.462
C15 3.805 -5.280 6.535
C16 3.117 -4.040 7.098
C17 1.854 -3.644 6.336
C18 2.081 -3.281 4.868
C19 3.075 -2.147 4.626
C20 2.639 -0.818 5.237
H33 4.142 -5.124 5.509
H34 4.678 -5.537 7.135
H35 3.128 -6.138 6.543
H36 3.824 -3.206 7.112
H37 2.848 -4.226 8.141
H38 1.377 -2.805 6.852
H39 1.137 -4.469 6.383
H40 1.117 -3.006 4.427
H41 2.418 -4.167 4.323
H42 3.194 -2.015 3.547
H43 4.063 -2.417 5.008
H44 1.668 -0.509 4.842
H45 3.357 -0.030 5.010
H46 2.555 -0.881 6.323
C21 7.638 -4.690 6.695
C22 7.393 -5.064 8.154
C23 8.653 -5.025 9.015
C24 9.751 -6.001 8.589
C25 9.325 -7.467 8.547
C26 8.883 -8.012 9.902
H47 8.321 -5.386 6.207
H48 6.704 -4.699 6.131
H49 8.065 -3.688 6.618
H50 6.933 -6.056 8.206
H51 6.662 -4.370 8.578
H52 8.378 -5.216 10.056
H53 9.064 -4.011 8.996
H54 10.595 -5.896 9.278
H55 10.132 -5.715 7.605
H56 10.168 -8.062 8.184
H57 8.522 -7.605 7.819
H58 9.683 -7.915 10.639
H59 8.621 -9.068 9.831
H60 8.009 -7.484 10.284
C27 -6.187 -5.119 -5.170
C28 -5.297 -4.003 -5.709
C29 -3.960 -3.881 -4.981
C30 -4.069 -3.549 -3.492
C31 -4.829 -2.263 -3.175
C32 -4.179 -1.013 -3.763
H61 -6.462 -4.951 -4.127
H62 -7.110 -5.187 -5.747
H63 -5.680 -6.084 -5.234
H64 -5.837 -3.053 -5.667
H65 -5.097 -4.189 -6.768
H66 -3.350 -3.124 -5.482
H67 -3.412 -4.822 -5.086
H68 -3.057 -3.476 -3.079
H69 -4.546 -4.380 -2.966
H70 -4.886 -2.154 -2.088
H71 -5.861 -2.336 -3.526
H72 -3.155 -0.901 -3.399
H73 -4.738 -0.120 -3.480
H74 -4.145 -1.047 -4.853
C33 -6.458 -6.006 -9.987
C34 -7.596 -6.325 -9.021
C35 -7.308 -7.521 -8.116
C36 -7.100 -8.849 -8.845
C37 -8.265 -9.284 -9.732
C38 -9.565 -9.508 -8.964
H75 -6.270 -6.831 -10.675
H76 -6.690 -5.125 -10.587
H77 -5.532 -5.805 -9.442
H78 -8.518 -6.491 -9.585
H79 -7.780 -5.450 -8.391
H80 -8.125 -7.624 -7.396
H81 -6.414 -7.305 -7.523
H82 -6.913 -9.628 -8.098
H83 -6.193 -8.794 -9.453
H84 -7.987 -10.212 -10.238
H85 -8.431 -8.546 -10.522
H86 -9.431 -10.266 -8.189
H87 -10.358 -9.849 -9.631
H88 -9.913 -8.593 -8.483
C39 -0.944 7.695 0.117
C40 -1.895 8.887 0.064
C41 -1.658 9.797 -1.140
C42 -0.273 10.445 -1.191
C43 0.089 11.282 0.034
C44 -0.842 12.470 0.258
H89 0.095 8.010 0.214
H90 -1.174 7.056 0.971
H91 -1.033 7.089 -0.788
H92 -1.814 9.460 0.992
H93 -2.925 8.522 0.024
H94 -2.428 10.573 -1.155
H95 -1.802 9.216 -2.057
H96 -0.221 11.079 -2.082
H97 0.487 9.671 -1.329
H98 1.111 11.649 -0.089
H99 0.100 10.653 0.929
H100 -0.844 13.131 -0.611
H101 -0.525 13.056 1.122
H102 -1.869 12.150 0.439

The energy comes out at -77087.3032 eV. Its maximum force is 1.3 eV Å⁻¹. Its HOMO energy is -8.95 eV. Its energy above the lowest of the compared OMol25 structures with the same formula, charge and spin is 0.0 kcal/mol. The net charge is 0. As for the LUMO energy: 0.6 eV. Its SMILES is CCCCN[C@H]1OS(=O)(=O)O[C@@H]1P(C)C.CCCCCC.CCCCCC.CCCCCC.CCCCCC.CCCCCC.CCCCCC.

***

[3]
Computed, not measured: one molecule with the formula C3H8N2 at a distorted geometry, with ωB97M-V/def2-TZVPD.

Element x y z (Å)
H1 -2.208 -1.014 -1.756
N1 -1.275 -0.635 -1.858
C1 -0.657 -0.555 -0.743
N2 0.291 0.392 -0.521
C2 1.064 0.638 0.671
C3 0.405 0.121 1.946
H2 -0.821 -1.209 0.113
H3 0.352 0.986 -1.340
H4 2.030 0.109 0.588
H5 1.334 1.695 0.687
H6 0.292 -0.951 1.867
H7 1.101 0.184 2.799
H8 -0.385 0.793 2.282

The energy comes out at -6220.1236 eV. Its maximum force is 1.8 eV Å⁻¹. Its HOMO energy is -8.48 eV. Its energy above the lowest of the compared OMol25 structures with the same formula, charge and spin is 39.7 kcal/mol. The net charge is 0. As for the LUMO energy: 1.0 eV. Its SMILES is [H]/N=C/NCC.

***

[4]
Computed, not measured: one molecule with the formula C6H8O2S at a distorted geometry, with ωB97M-V/def2-TZVPD.

Element x y z (Å)
C1 1.428 0.068 -0.083
C2 -0.817 -1.333 -0.030
C3 2.624 -0.305 0.317
C4 -1.051 -2.619 -0.213
C5 0.735 1.350 -0.425
C6 -0.595 1.606 0.364
O1 -2.286 0.506 -1.283
O2 -2.754 0.077 1.032
S1 -1.753 0.228 -0.013
H1 3.512 0.388 0.250
H2 2.740 -1.372 0.723
H3 -2.055 -2.920 -0.471
H4 -0.261 -3.350 -0.122
H5 1.550 2.071 -0.031
H6 0.576 1.503 -1.437
H7 -0.534 1.658 1.494
H8 -1.058 2.443 -0.072

The energy comes out at -21275.1699 eV. Its maximum force is 4.2 eV Å⁻¹. Its HOMO energy (alpha / beta) is -8.76 / -9.05 eV. Its energy above the lowest of the compared OMol25 structures with the same formula, charge and spin is 122.7 kcal/mol. The net charge is 0. As for the LUMO energy (alpha / beta): -0.7 / -0.4 eV.

***

[5]
Computed, not measured: a 2-piece molecular cluster, C3H6N2O overall at a distorted geometry, with ωB97M-V/def2-TZVPD.

Element x y z (Å)
C1 -1.112 -0.785 -0.240
C2 -0.481 1.663 0.156
O1 -0.388 2.591 -0.493
N1 1.534 0.733 1.039
C3 1.434 -0.149 0.132
N2 0.395 -1.097 0.039
H1 -1.547 0.024 -0.886
H2 -1.365 -1.688 -0.766
H3 -1.694 -0.700 0.691
H4 0.802 0.539 1.727
H5 2.178 -0.131 -0.680
H6 0.727 -1.854 -0.556

The energy comes out at -8233.6628 eV. Its maximum force is 2.6 eV Å⁻¹. Its HOMO energy is -9.31 eV. Its energy above the lowest of the compared OMol25 structures with the same formula, charge and spin is 70.0 kcal/mol. The net charge is 0. As for the LUMO energy: 0.8 eV.

***

[6]
Computed, not measured: a 2-piece molecular cluster, C6H13NO3S overall at a distorted geometry, with ωB97M-V/def2-TZVPD.

Element x y z (Å)
C1 -1.847 -0.891 -0.885
C2 -2.620 1.307 0.043
C3 -3.829 -0.713 0.699
C4 4.155 -1.030 0.470
C5 3.960 1.009 -0.797
C6 -2.487 -0.182 0.272
N1 3.434 0.047 -0.181
O1 -0.697 -0.958 -1.081
O2 0.992 -0.102 1.128
O3 1.090 1.341 -0.859
S1 1.288 -0.010 -0.302
H1 -2.535 -1.335 -1.528
H2 -2.848 1.949 0.914
H3 -3.339 1.451 -0.756
H4 -1.786 1.887 -0.332
H5 -4.638 -0.261 0.153
H6 -3.898 -0.551 1.792
H7 -3.869 -1.692 0.446
H8 3.620 -1.361 1.281
H9 4.210 -1.813 -0.207
H10 5.019 -0.620 1.015
H11 -1.781 -0.307 1.043
H12 5.089 1.250 -1.031
H13 3.317 1.584 -1.298

The energy comes out at -24897.5119 eV. Its maximum force is 4.5 eV Å⁻¹. Its HOMO energy is -8.79 eV. Its energy above the lowest of the compared OMol25 structures with the same formula, charge and spin is 84.8 kcal/mol. The net charge is 0. As for the LUMO energy: 0.7 eV.